{
  "formula": "C6H14N3",
  "method": "the ωB97M-V functional and the def2-TZVPD basis",
  "max_force_ev_per_a": 3.65,
  "homo_energy_ev": -13.0,
  "charge": 1,
  "de_lowest_kcal_mol": 84.9,
  "symbols": ["C", "C", "C", "C", "C", "C", "N", "N", "N", "H", "H", "H", "H", "H", "H", "H", "H", "H", "H", "H", "H", "H", "H"],
  "coordinates": [[-0.42, 1.55, -2.25], [1.76, 0.21, 0.62], [-1.90, -0.42, -0.14], [-0.40, 2.01, -0.94], [0.28, 0.03, 0.70], [-0.43, -0.40, -0.31], [-0.33, 1.25, -3.34], [0.51, 2.86, -0.54], [0.20, -3.29, 1.17], [2.03, 1.24, 0.89], [2.05, -0.06, -0.36], [2.39, -0.41, 1.31], [-2.19, 0.16, 0.78], [-2.10, -1.58, 0.14], [-2.52, -0.28, -1.05], [-1.30, 1.72, -0.44], [-0.21, 0.60, 1.49], [0.19, -0.87, -1.00], [0.39, 3.28, 0.44], [1.26, 3.18, -1.23], [1.02, -3.76, 0.94], [-0.62, -3.86, 0.96], [0.33, -3.17, 2.17]]
}

***

{
  "formula": "C6H14N5O",
  "method": "the ωB97M-V functional and the def2-TZVPD basis",
  "max_force_ev_per_a": 6.20,
  "homo_energy_ev": -12.8,
  "charge": 1,
  "de_lowest_kcal_mol": 61.8,
  "symbols": ["C", "C", "C", "C", "C", "C", "N", "N", "N", "N", "N", "O", "H", "H", "H", "H", "H", "H", "H", "H", "H", "H", "H", "H", "H", "H"],
  "coordinates": [[1.97, 1.21, -0.42], [3.36, 0.80, -0.26], [1.44, -0.11, -0.41], [2.16, -2.40, -0.31], [-2.61, -0.70, -0.56], [-0.97, 0.21, -0.74], [3.67, -0.45, -0.14], [2.45, -1.02, -0.25], [-1.12, 1.46, -0.78], [0.11, -0.57, -0.67], [-1.96, 1.32, 2.18], [-3.53, 0.29, -0.45], [1.50, 2.16, -0.40], [4.13, 1.49, -0.24], [1.20, -2.54, 0.30], [2.12, -2.75, -1.40], [2.93, -2.91, 0.30], [-2.64, -1.15, -1.51], [-2.56, -1.37, 0.32], [-2.09, 1.79, -0.73], [-0.27, 2.01, -0.96], [-0.08, -1.52, -0.72], [-2.57, 0.66, 2.66], [-2.36, 2.21, 2.39], [-1.01, 1.23, 2.33], [-3.28, 0.65, 0.45]]
}

***

{
  "formula": "C6H14NO",
  "method": "the ωB97M-V functional and the def2-TZVPD basis",
  "max_force_ev_per_a": 2.45,
  "homo_energy_ev": -2.6,
  "charge": -1,
  "de_lowest_kcal_mol": 173.8,
  "symbols": ["C", "C", "C", "C", "C", "N", "C", "O", "H", "H", "H", "H", "H", "H", "H", "H", "H", "H", "H", "H", "H", "H"],
  "coordinates": [[0.88, -0.45, -0.84], [-0.55, -0.10, -0.73], [-1.14, -1.00, 0.94], [-0.06, -0.66, 1.95], [-2.46, -0.61, 1.01], [0.19, 2.32, -0.71], [-0.89, 1.39, -0.56], [3.35, -0.81, -1.18], [1.19, -0.58, -1.87], [1.04, -1.51, -0.60], [1.61, 0.09, -0.27], [-1.35, -0.62, -1.27], [-0.88, -2.02, 0.63], [0.15, 0.40, 1.92], [-0.36, -0.98, 2.95], [0.80, -1.23, 1.62], [3.95, -0.09, -1.41], [-2.84, 0.15, 1.67], [-3.22, -1.28, 0.65], [0.16, 2.87, 0.14], [-1.12, 1.25, 0.49], [-1.78, 1.75, -1.10]]
}

***

{
  "formula": "C6H14NO",
  "method": "the ωB97M-V functional and the def2-TZVPD basis",
  "max_force_ev_per_a": 3.21,
  "smiles": "CCN(CC)CC[O-]",
  "homo_energy_ev": -2.2,
  "charge": -1,
  "de_lowest_kcal_mol": 38.5,
  "symbols": ["C", "C", "N", "C", "C", "C", "C", "O", "H", "H", "H", "H", "H", "H", "H", "H", "H", "H", "H", "H", "H", "H"],
  "coordinates": [[-0.96, -1.20, -2.11], [-0.98, -0.03, -1.16], [-0.18, -0.06, 0.05], [-0.08, 1.19, 0.73], [-1.29, 1.54, 1.69], [1.24, -0.48, -0.24], [2.07, -1.05, 1.03], [3.25, -1.51, 0.59], [0.05, -1.46, -2.42], [-1.27, -2.11, -1.58], [-1.68, -1.08, -2.92], [-2.02, 0.24, -0.90], [-0.80, 0.97, -1.70], [0.73, 1.08, 1.44], [-0.08, 2.04, 0.01], [-1.74, 2.47, 1.33], [-0.95, 1.67, 2.71], [-1.99, 0.71, 1.80], [1.84, 0.39, -0.56], [1.36, -1.21, -1.03], [2.12, -0.26, 1.80], [1.39, -1.83, 1.43]]
}

***

{
  "formula": "C6H14NO",
  "method": "the ωB97M-V functional and the def2-TZVPD basis",
  "max_force_ev_per_a": 1.77,
  "smiles": "CC(C)CCNC[O-]",
  "homo_energy_ev": -2.2,
  "charge": -1,
  "de_lowest_kcal_mol": 13.8,
  "symbols": ["C", "C", "C", "C", "C", "N", "C", "O", "H", "H", "H", "H", "H", "H", "H", "H", "H", "H", "H", "H", "H", "H"],
  "coordinates": [[-0.65, -1.10, -2.76], [-0.64, -0.02, -1.67], [-0.96, 1.32, -2.24], [0.69, -0.03, -0.92], [0.65, 0.52, 0.51], [1.01, -0.47, 1.49], [0.62, -0.11, 2.88], [-0.68, -0.12, 3.11], [-1.66, -1.22, -3.15], [-0.09, -0.75, -3.63], [-0.25, -2.04, -2.37], [-1.37, -0.36, -0.94], [-1.87, 1.40, -2.85], [-0.12, 1.79, -2.78], [-1.24, 2.09, -1.52], [1.46, 0.55, -1.44], [1.11, -1.04, -0.88], [1.32, 1.38, 0.63], [-0.33, 0.97, 0.75], [0.60, -1.37, 1.30], [1.28, -0.75, 3.53], [1.11, 0.90, 3.06]]
}

***

{
  "formula": "C6H14NO",
  "method": "the ωB97M-V functional and the def2-TZVPD basis",
  "max_force_ev_per_a": 6.66,
  "homo_energy_ev": -1.7,
  "charge": -1,
  "de_lowest_kcal_mol": 208.7,
  "symbols": ["C", "C", "C", "N", "C", "C", "C", "O", "H", "H", "H", "H", "H", "H", "H", "H", "H", "H", "H", "H", "H", "H"],
  "coordinates": [[1.74, -0.33, 0.73], [2.21, 0.78, -0.38], [0.90, -1.46, 0.38], [-0.55, -1.27, 0.69], [-1.34, -0.52, 1.88], [-1.48, -0.71, -0.58], [-2.66, -1.54, -0.49], [-3.94, -1.43, -0.46], [2.70, -0.63, 1.24], [1.30, 0.43, 1.47], [3.23, 1.19, -0.20], [1.26, 1.32, -0.65], [2.38, -0.09, -1.11], [1.96, 5.73, -3.53], [1.06, -2.52, 0.61], [-0.65, -0.51, 2.72], [-2.31, -1.00, 2.03], [-1.63, 0.54, 1.59], [-0.60, -0.54, -1.54], [-2.49, 0.00, -0.01], [-2.49, -2.61, -0.45], [1.41, 5.20, -3.94]]
}